a) This record from the OMol25 dataset describes a 3-piece molecular cluster, C4H12NOP overall. The level of theory is wB97M-V/def2-TZVPD.

Orbital gap, eV: 8.5
Net charge: 0
Structure (SMILES): CCP=O.C=C.N
LUMO, eV: -0.6

The geometry in XYZ format:
```
19
C4H12NOP wB97M-V/def2-TZVPD
H 4.5866 0.6683 3.7740
C -2.8459 1.5065 -1.2261
H 0.1740 -2.8124 -3.6151
H 3.2272 -1.1698 3.2569
P -0.8201 0.5555 0.6725
H 0.1021 -1.4717 -2.8224
C -1.8461 0.3444 -0.9189
H 3.6241 1.7289 2.4863
H -2.6672 2.4474 -0.7473
H 2.1439 -0.2598 2.2691
H -2.7461 1.6199 -2.3260
H -0.5330 -2.7589 -2.0640
N -0.3889 -2.2796 -2.9809
C 3.0675 -0.1476 2.8925
C 3.8537 0.8763 3.0781
H -2.4559 -0.6005 -0.9373
H -1.2078 0.2801 -1.8210
H -3.7453 1.1730 -0.8669
O -1.5228 0.2999 1.8966
```

---

b) This record from the OMol25 dataset describes C4H12NOP as an isolated structure. The level of theory is wB97M-V/def2-TZVPD.

Orbital gap, eV: 8.1
Net charge: 0
LUMO, eV: 0.7

The geometry in XYZ format:
```
19
C4H12NOP wB97M-V/def2-TZVPD
C -2.4017 -0.7224 0.1972
H 2.3894 -1.7963 1.1318
H 0.9379 1.3099 -1.6896
C 2.1673 -0.7550 0.8368
H 1.6548 -0.4189 1.8001
H -2.1113 1.7129 -1.5562
H -2.0660 -1.7879 0.2636
C 1.4725 -0.4386 -0.5200
H -3.4204 -0.4654 0.5322
N -1.3983 0.0849 0.9372
H 1.9725 -0.8790 -1.3841
C 1.2585 0.9826 -0.7234
H 3.2306 -0.2682 0.9678
H -2.2908 -0.4331 -0.8841
H -1.5926 0.1904 1.9541
H 1.7486 1.7469 -0.2265
O -1.2373 1.3886 -1.4170
H 0.4632 -0.9518 -0.4969
P -0.7767 1.5003 0.2771
```

---

List of relative energies, unit eV: a) 0.728; b) 0.000

---

a) This record from the OMol25 dataset describes an isolated ion of composition C11H12NO and charge +1. The level of theory is wB97M-V/def2-TZVPD.

Orbital gap, eV: 9.5
Net charge: +1
Structure (SMILES): OC1=CC=C[C@H](c2ccccc2)[NH2+]1
LUMO, eV: -3.4

The geometry in XYZ format:
```
25
C11H12NO wB97M-V/def2-TZVPD
H -2.8309 -1.0207 -0.0337
C -0.2498 -0.8092 0.7916
C 1.8815 0.1830 2.0225
C -2.9676 0.4641 -1.6131
O 2.1477 1.1917 2.8748
H -1.0536 -1.0705 1.4870
C -0.9732 -0.0259 -0.3551
H 0.9243 0.9267 0.5740
H -0.0505 0.9544 1.9246
C 0.6738 -1.7946 0.1433
H 3.6061 -0.7940 1.8899
C -0.3418 0.8632 -1.1908
H -4.0835 0.3650 -1.8437
N 0.5498 0.3608 1.3360
C 1.9417 -1.8455 0.6014
C -0.9686 1.4424 -2.3276
H -2.7856 1.6366 -3.3773
H -0.3257 1.9074 -2.9169
C -2.2860 1.2363 -2.5478
H 3.0483 1.1104 3.0765
H 0.3610 -2.5518 -0.5384
C 2.5816 -0.8225 1.5085
H 2.7530 -2.5923 0.2752
C -2.3602 -0.2569 -0.6355
H 0.8082 0.9420 -1.1255
```

---

b) This record from the OMol25 dataset describes a 2-piece molecular cluster, C11H12NO overall. The level of theory is wB97M-V/def2-TZVPD.

Orbital gap, eV: 8.4
Net charge: +1
LUMO, eV: -4.2

The geometry in XYZ format:
```
25
C11H12NO wB97M-V/def2-TZVPD
H 0.3137 -3.7564 -1.5608
H 0.2971 1.3145 -2.5649
H -3.1480 1.8978 -0.7392
H 1.4888 -4.4368 0.4379
C -1.6087 3.0587 0.5150
C 0.3848 -3.0274 -0.8170
C 1.2970 -2.6225 1.4091
H -1.8942 -0.0333 -0.6645
H 1.8456 -2.7981 2.3429
H 0.9798 1.8478 -1.2712
N -1.6238 0.8099 -0.2196
H 1.4336 -0.7005 2.0006
C 1.0576 -1.3032 1.2761
C -0.3848 0.5244 0.2835
H -2.0801 4.0904 0.6321
H -0.9094 -1.3308 -1.3540
C 0.2197 -0.8605 0.2736
H 1.3279 1.3890 1.3893
C 0.2356 1.5463 0.9830
C -0.3747 2.8121 1.1300
H -0.0800 3.6734 1.5939
C -2.1880 1.9918 -0.1522
C 1.0987 -3.5109 0.2984
O 0.7052 1.0871 -1.6926
C -0.2598 -1.7682 -0.6707
```

---

List of relative energies, unit eV: a) 0.871; b) 0.000

---

a) This record from the OMol25 dataset describes C9H8O2 in the gas phase. The level of theory is wB97M-V/def2-TZVPD.

Orbital gap, eV: 9.3
Net charge: 0
Structure (SMILES): C=C1COC12C=CC(=O)C=C2
LUMO, eV: -0.3

The geometry in XYZ format:
```
19
C9H8O2 wB97M-V/def2-TZVPD
H -3.2876 -0.3440 0.5262
C -2.4728 -0.4386 -0.0788
H 0.0624 -1.3333 2.1487
H 2.2201 -0.2163 2.1592
H 2.2780 -0.4040 -2.1714
O 3.5494 0.5611 0.1481
H -0.0360 -1.1013 -2.1012
C -0.3902 -0.6838 0.1024
C -1.3894 0.6274 0.1328
C 1.7244 -0.3256 -1.2056
C 2.4160 0.1266 -0.0121
H -1.8249 2.8162 -0.0099
C 1.7058 -0.2651 1.2190
H -0.0237 2.2530 -0.0410
O -1.5460 -1.4676 0.1733
H -2.7744 -0.3387 -1.2028
C 0.4623 -0.7318 1.3081
C 0.4388 -0.6858 -1.1681
C -1.1124 1.9518 0.0731
```

---

b) This record from the OMol25 dataset describes a 2-piece molecular cluster, C9H8O2 overall. The level of theory is wB97M-V/def2-TZVPD.

Orbital gap (alpha / beta), eV: 5.4 / 8.5
Net charge: 0
LUMO (alpha / beta), eV: -0.8 / 0.3

The geometry in XYZ format:
```
19
C9H8O2 wB97M-V/def2-TZVPD
C -1.4071 -3.0756 0.7219
C 2.1332 1.1234 -0.5374
C 1.2966 0.2527 0.3099
C -0.5094 -1.6346 2.0961
O 1.4095 -0.7186 3.4047
C 0.5809 1.1516 -0.2716
C -1.6462 -1.0258 1.5629
C -0.6244 1.8653 -0.6818
H -1.1863 1.1051 -1.2985
H 2.7672 1.7738 -0.0129
H -1.4339 -3.9867 0.0930
H 2.5063 0.9058 -1.4920
C -2.1677 -1.9952 0.6700
H -1.2749 2.0127 0.1424
H -3.0743 -1.8018 0.2580
H -0.3875 2.7624 -1.1982
C 0.5902 -1.1187 2.7235
O -0.3191 -2.9259 1.5228
H -2.0349 -0.1169 1.9990
```

---

List of relative energies, unit eV: a) 0.000; b) 4.445